[1]
The following is a DFT calculation (wB97M-V/def2-TZVPD) of a cluster of 9 separate species, C18H52ClO12 in total in a non-equilibrium geometry.

As for the charge: -1. The spin multiplicity is 1. As for the HOMO energy: -6.391 eV. The value obtained for the energy relative to the best compared isomer or geometry (same formula, charge and spin) is 77.3 kcal per mole.

Cartesian coordinates (Å):
Cl  -0.31  -0.13  -0.06
O  0.67  0.93  0.02
O  0.33  -1.42  0.11
O  -1.33  0.12  0.95
O  -0.98  -0.14  -1.37
O  5.19  -2.88  0.25
H  5.00  -3.31  -0.58
H  4.50  -2.22  0.35
O  -4.05  0.83  -4.93
H  -4.27  -0.09  -4.78
H  -3.35  1.01  -4.31
C  5.00  3.91  3.98
C  5.57  5.36  4.11
C  6.42  5.54  5.40
O  6.30  5.67  2.95
H  4.47  3.57  4.87
H  5.82  3.22  3.78
H  4.32  3.76  3.15
H  4.72  6.05  4.16
H  6.69  6.59  5.49
H  7.27  4.86  5.30
H  5.83  5.27  6.28
H  6.97  5.02  2.75
C  0.99  0.60  -6.33
C  2.13  -0.38  -6.02
C  3.22  0.29  -5.20
O  1.64  -1.48  -5.18
H  0.34  0.08  -7.03
H  1.26  1.61  -6.65
H  0.36  0.71  -5.45
H  2.52  -0.86  -6.92
H  3.60  1.15  -5.76
H  4.08  -0.38  -5.17
H  2.93  0.62  -4.20
H  1.08  -1.20  -4.46
C  -2.04  5.58  0.52
C  -2.63  4.93  -0.73
C  -3.54  5.88  -1.56
O  -1.56  4.62  -1.63
H  -2.80  5.67  1.30
H  -1.81  6.64  0.37
H  -1.17  5.11  0.97
H  -3.19  4.03  -0.46
H  -2.94  6.76  -1.79
H  -4.26  6.27  -0.84
H  -3.87  5.52  -2.53
H  -0.97  3.97  -1.24
C  -0.49  -6.72  -1.45
C  -1.44  -6.12  -2.51
C  -2.17  -7.09  -3.36
O  -2.42  -5.26  -1.98
H  0.32  -7.16  -2.02
H  -1.06  -7.53  -0.98
H  -0.08  -6.06  -0.69
H  -0.84  -5.48  -3.16
H  -2.75  -6.56  -4.12
H  -2.90  -7.62  -2.74
H  -1.41  -7.76  -3.76
H  -2.00  -4.64  -1.38
C  3.46  -2.14  4.96
C  3.04  -3.63  5.28
C  3.07  -4.65  4.15
O  3.75  -4.02  6.39
H  4.17  -2.16  4.12
H  3.84  -1.53  5.78
H  2.64  -1.53  4.57
H  2.00  -3.58  5.59
H  2.71  -4.26  3.19
H  2.43  -5.46  4.48
H  4.07  -5.04  3.96
H  4.66  -3.95  6.09
C  -7.24  1.50  1.10
C  -6.90  0.01  0.74
C  -8.06  -0.92  0.35
O  -6.04  0.06  -0.30
H  -7.98  1.56  1.89
H  -7.55  2.05  0.21
H  -6.28  1.90  1.43
H  -6.42  -0.44  1.61
H  -8.80  -1.08  1.13
H  -7.73  -1.91  0.03
H  -8.50  -0.43  -0.52
H  -5.25  0.45  0.07



[2]
The following is a DFT calculation (wB97M-V/def2-TZVPD) of a cluster of 6 separate species, C18H52N4O6 in total in a non-equilibrium geometry.

The spin multiplicity is 1. The SMILES is COC[C@H](C)N.COC[C@H](C)N.COC[C@H](C)N.COC[C@H](C)N.CO.CO. As for the HOMO energy: -8.891 eV. The value obtained for the energy relative to the best compared isomer or geometry (same formula, charge and spin) is 23.3 kcal per mole.

Cartesian coordinates (Å):
C  13.81  11.28  12.20
O  12.96  12.34  12.77
C  13.45  12.75  14.04
C  12.48  13.74  14.59
C  13.01  14.23  15.89
N  11.05  13.23  14.70
H  13.94  10.47  12.92
H  14.82  11.71  11.99
H  13.34  10.90  11.31
H  13.57  11.90  14.75
H  14.41  13.24  13.88
H  12.45  14.55  13.87
H  14.02  14.60  15.74
H  13.10  13.36  16.60
H  12.34  14.98  16.26
H  10.97  12.52  15.39
H  10.87  12.68  13.86
C  9.88  13.32  6.56
O  10.05  14.30  7.57
C  10.13  13.72  8.84
C  10.23  14.79  9.95
C  10.23  14.20  11.35
N  9.11  15.69  9.79
H  10.85  12.77  6.36
H  9.51  13.86  5.69
H  9.09  12.62  6.90
H  9.21  13.11  8.95
H  10.97  13.00  8.92
H  11.15  15.33  9.72
H  10.31  14.93  12.14
H  11.04  13.48  11.45
H  9.29  13.66  11.52
H  9.18  16.56  10.33
H  9.04  15.97  8.81
C  7.45  8.00  12.04
O  7.33  8.66  10.83
C  6.33  9.67  10.80
C  6.12  10.23  9.41
C  7.36  10.75  8.70
N  5.12  11.26  9.51
H  6.48  7.61  12.34
H  7.90  8.62  12.82
H  8.15  7.18  11.91
H  5.39  9.14  10.98
H  6.50  10.38  11.63
H  5.77  9.33  8.88
H  7.07  11.30  7.83
H  8.10  10.03  8.42
H  7.88  11.47  9.37
H  5.51  12.16  9.73
H  4.66  11.41  8.62
C  12.24  6.59  11.09
O  12.37  7.75  11.85
C  11.94  7.48  13.15
C  12.28  8.63  14.03
C  13.71  8.71  14.46
N  11.46  8.59  15.26
H  11.24  6.21  11.28
H  12.89  5.85  11.56
H  12.49  6.87  10.04
H  10.82  7.34  13.07
H  12.36  6.47  13.44
H  12.07  9.53  13.43
H  13.93  8.02  15.27
H  13.88  9.76  14.77
H  14.47  8.66  13.68
H  10.52  8.91  15.17
H  11.96  8.98  16.00
C  10.64  9.93  9.84
O  9.77  10.39  10.83
H  10.26  10.06  8.83
H  11.58  10.48  9.88
H  10.90  8.89  9.99
H  9.03  9.77  10.80
C  8.37  11.50  13.76
O  9.47  10.69  13.70
H  8.44  12.21  14.54
H  8.29  12.15  12.88
H  7.34  11.08  13.90
H  9.70  10.54  12.80



[3]
The following is a DFT calculation (wB97M-V/def2-TZVPD) of a cluster of 6 separate species, C18H52N8O6 in total in a non-equilibrium geometry.

The spin multiplicity is 1. The SMILES is COC[C@H](C)N.COC[C@H](C)N.COC[C@H](C)N.COC[C@H](C)N.NC(N)=O.NC(N)=O. As for the HOMO energy: -8.631 eV. The value obtained for the energy relative to the best compared isomer or geometry (same formula, charge and spin) is 52.4 kcal per mole.

Cartesian coordinates (Å):
C  -3.23  -0.44  -4.38
O  -4.45  -0.58  -3.70
C  -4.63  0.09  -2.47
C  -5.96  -0.25  -1.77
C  -7.20  -0.04  -2.61
N  -6.04  0.50  -0.57
H  -3.21  -1.00  -5.32
H  -2.44  -0.95  -3.83
H  -3.00  0.56  -4.73
H  -3.74  -0.02  -1.86
H  -4.67  1.14  -2.77
H  -6.02  -1.33  -1.61
H  -7.22  -0.73  -3.46
H  -7.27  0.92  -3.12
H  -8.17  -0.21  -2.14
H  -7.00  0.46  -0.27
H  -5.91  1.49  -0.76
C  5.46  -4.35  0.76
O  4.32  -4.92  0.01
C  3.44  -3.98  -0.63
C  2.24  -4.60  -1.27
C  2.66  -5.42  -2.51
N  1.19  -3.73  -1.50
H  5.99  -5.13  1.30
H  5.18  -3.58  1.48
H  6.25  -4.07  0.05
H  3.00  -3.36  0.16
H  4.01  -3.43  -1.38
H  1.78  -5.40  -0.70
H  1.83  -6.00  -2.91
H  3.44  -6.17  -2.44
H  3.02  -4.82  -3.34
H  1.35  -3.01  -2.19
H  0.86  -3.21  -0.69
C  4.34  -0.02  -0.72
O  3.65  0.20  0.45
C  4.17  -0.37  1.64
C  3.13  -0.20  2.76
C  3.56  -0.70  4.14
N  1.95  -0.90  2.33
H  3.92  0.49  -1.58
H  4.14  -1.06  -1.01
H  5.42  0.12  -0.63
H  4.39  -1.41  1.39
H  5.08  0.15  1.92
H  2.82  0.84  2.75
H  2.98  -0.55  5.05
H  4.55  -0.29  4.31
H  3.74  -1.78  4.08
H  2.00  -1.90  2.47
H  1.75  -0.67  1.37
C  -3.56  2.35  0.63
O  -2.18  2.79  0.77
C  -1.93  4.11  0.38
C  -0.47  4.62  0.18
C  -0.50  6.10  -0.02
N  0.18  3.90  -1.00
H  -3.87  2.26  -0.41
H  -4.27  2.94  1.20
H  -3.58  1.35  1.06
H  -2.43  4.19  -0.58
H  -2.48  4.79  1.04
H  0.24  4.35  0.96
H  -0.76  6.61  0.91
H  -1.21  6.44  -0.78
H  0.52  6.47  -0.15
H  -0.49  4.03  -1.75
H  1.00  4.47  -1.17
N  -0.92  0.67  -0.60
C  0.32  0.32  -0.52
N  0.93  1.28  0.08
O  0.76  -0.79  -0.74
H  -1.63  0.00  -0.86
H  -1.26  1.49  -0.11
H  1.91  1.14  0.23
H  0.43  2.14  -0.09
N  -0.04  -0.23  4.58
C  -0.38  1.01  4.32
N  -0.42  1.27  3.07
O  -0.68  1.81  5.19
H  0.00  -0.45  5.56
H  0.66  -0.50  3.90
H  -0.86  2.14  2.81
H  -0.45  0.54  2.38



[4]
The following is a DFT calculation (wB97M-V/def2-TZVPD) of a cluster of 8 separate species, C18H52O8 in total in a non-equilibrium geometry.

The spin multiplicity is 1. The SMILES is CC(C)O.CC(C)O.CC(C)O.CC(C)O.CC(C)O.CO.CO.CO. As for the HOMO energy: -9.247 eV. The value obtained for the energy relative to the best compared isomer or geometry (same formula, charge and spin) is 194.3 kcal per mole.

Cartesian coordinates (Å):
C  -7.82  -11.83  23.95
C  -8.77  -12.87  23.46
C  -10.20  -12.47  23.69
O  -8.71  -13.08  22.21
H  -8.07  -11.67  25.00
H  -7.93  -10.89  23.39
H  -6.81  -12.19  23.83
H  -8.52  -13.88  23.90
H  -10.43  -12.56  24.71
H  -10.93  -12.66  22.90
H  -10.09  -11.37  23.69
H  -7.78  -13.35  22.12
C  -10.72  -16.07  19.20
C  -10.60  -14.98  20.26
C  -11.91  -14.33  20.68
O  -9.90  -15.25  21.26
H  -11.15  -16.90  19.59
H  -9.78  -16.40  18.87
H  -11.26  -15.73  18.34
H  -10.04  -14.32  19.70
H  -12.61  -14.24  19.86
H  -11.58  -13.35  21.06
H  -12.38  -14.83  21.55
H  -9.63  -14.38  21.63
C  -8.11  -11.16  19.51
C  -8.48  -10.13  20.64
C  -8.74  -8.67  20.09
O  -9.44  -10.42  21.41
H  -8.92  -11.17  18.76
H  -8.03  -12.21  19.82
H  -7.25  -10.89  18.97
H  -7.59  -10.16  21.30
H  -9.41  -8.11  20.82
H  -9.43  -8.58  19.27
H  -7.87  -8.16  19.77
H  -9.15  -11.25  21.81
C  -8.98  -8.91  24.84
C  -7.67  -8.27  25.24
C  -7.45  -8.17  26.75
O  -6.68  -8.82  24.70
H  -9.80  -8.24  25.12
H  -9.06  -9.85  25.36
H  -9.03  -9.07  23.76
H  -7.73  -7.26  24.72
H  -8.28  -7.78  27.22
H  -6.65  -7.41  26.92
H  -7.12  -9.11  27.27
H  -6.49  -8.46  23.87
C  -4.59  -14.43  23.30
C  -5.45  -14.72  22.05
C  -6.52  -15.76  22.28
O  -6.09  -13.71  21.78
H  -4.56  -15.23  23.93
H  -4.96  -13.51  23.80
H  -3.55  -14.31  22.94
H  -4.89  -14.97  21.24
H  -6.94  -15.76  23.31
H  -6.06  -16.70  22.18
H  -7.33  -15.88  21.56
H  -5.43  -13.01  21.53
C  -4.74  -10.93  20.71
O  -4.74  -11.10  22.09
H  -5.43  -11.59  20.27
H  -3.80  -11.23  20.29
H  -5.02  -9.91  20.28
H  -3.88  -10.71  22.39
C  -12.49  -10.34  22.40
O  -11.60  -9.26  22.63
H  -12.10  -11.09  21.66
H  -13.46  -9.98  22.16
H  -12.61  -10.93  23.27
H  -10.73  -9.45  22.28
C  -5.23  -11.47  26.23
O  -4.57  -10.79  25.14
H  -5.70  -12.41  25.88
H  -5.88  -10.78  26.67
H  -4.46  -11.61  27.05
H  -5.14  -10.29  24.57



[5]
The following is a DFT calculation (wB97M-V/def2-TZVPD) of a structure of composition C18H53AgNO9 in a non-equilibrium geometry.

The spin multiplicity is 2. As for the expectation value of S²: 0.769. As for the HOMO energy (spin up / spin down): -8.902 / -8.485 eV.

Cartesian coordinates (Å):
Ag  8.72  10.06  -15.16
C  11.62  8.56  -15.90
O  10.89  9.14  -14.90
H  12.15  9.28  -16.54
H  12.33  7.82  -15.52
H  10.96  8.01  -16.58
C  9.66  10.37  -18.39
O  8.94  10.78  -17.29
H  9.15  10.52  -19.36
H  10.62  10.90  -18.47
H  9.89  9.29  -18.41
C  12.96  12.15  -16.34
C  14.47  12.26  -16.45
C  15.02  13.44  -15.65
O  16.44  13.44  -15.71
C  16.93  14.68  -15.25
N  15.10  10.98  -16.09
H  12.65  11.87  -15.33
H  12.62  11.38  -17.02
H  12.42  13.06  -16.58
H  14.75  12.41  -17.50
H  14.67  13.33  -14.61
H  14.65  14.36  -16.10
H  16.68  14.81  -14.19
H  16.61  15.55  -15.82
H  18.02  14.67  -15.26
H  14.65  10.59  -15.26
H  16.05  11.21  -15.82
C  10.78  7.67  -21.38
C  11.28  8.10  -22.75
O  10.58  7.41  -23.77
H  9.80  8.11  -21.21
H  11.47  8.10  -20.64
H  10.75  6.59  -21.28
H  12.37  7.98  -22.81
H  11.16  9.19  -22.82
H  11.02  7.64  -24.59
C  9.23  5.97  -18.50
C  8.30  5.45  -19.58
O  8.97  4.38  -20.30
H  9.39  5.22  -17.72
H  8.71  6.82  -18.04
H  10.18  6.29  -18.92
H  8.11  6.21  -20.34
H  7.37  5.04  -19.18
H  9.15  3.69  -19.66
C  12.01  11.67  -21.38
C  12.66  12.84  -20.66
O  14.02  12.92  -21.00
H  12.40  10.76  -20.91
H  12.16  11.63  -22.46
H  10.94  11.64  -21.16
H  12.50  12.65  -19.59
H  12.05  13.71  -20.91
H  14.40  13.68  -20.55
C  9.01  14.32  -19.92
C  8.48  14.13  -21.33
O  8.85  15.30  -22.07
H  10.08  14.55  -19.90
H  8.73  13.46  -19.31
H  8.60  15.23  -19.47
H  7.39  14.08  -21.31
H  8.96  13.27  -21.79
H  8.59  15.20  -22.99
C  14.59  9.30  -20.57
C  14.39  9.93  -19.21
O  14.59  8.90  -18.23
H  15.39  8.55  -20.55
H  14.88  10.01  -21.35
H  13.63  8.82  -20.76
H  13.40  10.36  -19.03
H  15.09  10.73  -18.96
H  14.68  9.31  -17.36
C  4.28  12.09  -19.17
C  5.76  12.15  -18.91
O  6.14  11.09  -18.01
H  3.94  11.21  -19.73
H  4.02  13.01  -19.69
H  3.68  12.06  -18.26
H  6.02  13.07  -18.37
H  6.41  12.11  -19.79
H  7.10  10.95  -18.07



[6]
The following is a DFT calculation (wB97M-V/def2-TZVPD) of a cluster of 8 separate species, C18H53N2O10 in total in a non-equilibrium geometry.

As for the charge: -1. The spin multiplicity is 1. As for the HOMO energy: -5.146 eV. The value obtained for the energy relative to the best compared isomer or geometry (same formula, charge and spin) is 59.9 kcal per mole.

Cartesian coordinates (Å):
C  29.08  8.56  6.53
O  27.89  8.72  7.28
H  28.72  8.23  5.44
H  29.58  7.85  7.28
H  29.41  9.44  6.42
C  28.32  5.41  8.17
O  27.17  6.18  8.01
H  28.73  5.00  7.36
H  28.28  4.59  8.92
H  29.26  5.89  8.48
H  27.50  7.09  7.72
C  25.46  8.00  4.96
O  25.34  8.78  6.15
H  24.71  8.20  4.27
H  25.51  6.99  5.23
H  26.45  8.22  4.35
H  26.10  8.76  6.50
C  28.69  6.58  2.63
O  28.97  6.92  1.26
H  29.46  5.89  3.09
H  27.83  6.20  2.61
H  28.67  7.39  3.28
H  28.22  7.52  1.17
C  26.13  11.66  8.07
O  27.09  10.83  8.72
H  25.57  12.07  8.90
H  25.40  10.84  7.61
H  26.72  12.56  7.50
H  27.40  10.03  8.10
C  27.25  10.89  3.84
O  28.21  10.02  3.81
H  26.23  10.48  3.64
H  27.63  11.80  3.22
H  27.05  11.30  4.85
H  28.27  9.42  4.47
C  23.94  10.72  11.17
O  25.25  10.14  11.04
C  25.21  8.75  10.70
C  26.69  8.25  10.57
N  27.36  8.83  11.80
C  28.84  8.64  11.70
C  29.56  9.40  10.56
O  29.14  10.73  10.76
C  29.78  11.64  9.93
H  23.90  11.83  11.50
H  23.62  10.30  12.11
H  23.32  10.50  10.24
H  24.78  8.72  9.72
H  24.73  8.44  11.59
H  27.16  8.34  9.61
H  26.87  7.02  10.58
H  26.98  8.49  12.68
H  29.21  7.58  11.61
H  29.12  8.84  12.68
H  29.30  8.97  9.49
H  30.74  9.36  10.61
H  29.33  12.60  9.82
H  29.72  10.94  8.91
H  30.90  11.83  10.08
C  32.69  10.07  7.36
O  32.82  9.75  8.77
C  33.46  8.44  9.02
C  32.41  7.36  8.92
N  33.13  6.17  9.48
C  32.15  5.10  9.70
C  32.86  3.65  10.02
O  31.75  2.85  10.29
C  32.18  1.57  10.81
H  33.67  9.94  7.00
H  32.24  11.18  7.02
H  31.92  9.27  6.84
H  33.93  8.45  9.95
H  34.34  8.20  8.44
H  32.18  6.98  7.84
H  31.62  7.57  9.57
H  33.43  6.37  10.37
H  31.62  4.84  8.75
H  31.51  5.41  10.46
H  33.47  3.91  10.84
H  33.38  3.26  9.17
H  31.15  1.09  10.85
H  32.66  1.64  11.74
H  32.70  1.15  10.18